[1]
41
Properties=species:S:1:pos:R:3:forces:R:3 method="wB97M-V/def2-TZVPD" spin_multiplicity=2 e_above_lowest_kcal_mol=100.8 s2=0.772 e_homo_ev="-17.849 / -17.717" charge=+3 energy_ev=-57434.0297 orbital_gap_ev="4.71 / 4.65"
H -2.363286 3.515635 -0.733186 -0.090 -0.088 -0.032
H -3.933619 -3.757723 -0.464747 0.016 -0.040 0.048
N 2.017217 0.030201 -0.906093 -0.581 0.135 0.333
C -1.622413 2.830896 -0.318265 -0.042 0.115 0.077
H -0.936961 -6.856735 -0.244010 0.024 0.002 -0.023
H 2.490822 -0.804923 -0.563836 0.092 -0.053 -0.126
N -1.787172 1.458895 -0.840937 0.070 -0.392 -0.009
N 0.773032 2.388304 -0.090557 -0.744 -0.659 0.084
H -2.690221 1.099375 -0.536524 -0.032 -0.022 -0.076
H 3.752829 1.244593 -1.211003 -0.023 -0.238 -0.069
C -2.891755 -4.043997 -0.400964 -0.376 -0.817 -0.097
H 1.866124 3.365818 1.458341 -0.032 0.060 -0.094
Cl -2.278050 -1.425061 -0.423915 -0.673 0.170 0.101
H -0.823657 0.962541 2.306435 -0.096 -0.078 0.010
H -3.307506 -6.165181 -0.345281 -0.002 0.025 0.017
H -0.138352 3.253855 -1.779062 0.033 0.000 0.007
H 1.738699 2.420129 -1.945357 -0.013 0.035 0.009
C 2.850279 1.221271 -0.597685 0.175 0.257 0.089
H -0.095232 4.319679 -0.381559 0.152 -0.017 0.006
C 1.156572 1.514531 2.241643 0.142 0.122 -0.116
C -0.247099 3.283113 -0.694213 0.051 0.351 0.017
Cl 1.423070 -5.313752 -0.246144 0.358 -0.102 0.043
C -0.537376 -3.449587 -0.308654 -0.127 -0.749 0.438
N 0.056452 0.557666 1.992983 -0.186 -0.076 -0.755
H 0.200687 -0.279352 2.553464 -0.055 -0.125 -0.096
H 2.093426 0.993745 2.065645 -0.014 -0.045 0.057
H -1.768848 2.808088 0.761786 -0.038 0.012 0.004
C -1.908836 -3.112440 -0.376060 0.576 0.018 0.109
H 3.169597 1.172240 0.438427 0.029 -0.046 0.008
C -2.525154 -5.416494 -0.341392 -0.295 0.767 -0.087
C 2.014627 2.424173 -0.889293 0.147 0.107 -0.129
H 2.582255 3.340818 -0.707376 -0.103 0.058 0.063
H 1.164884 1.850958 3.279952 -0.087 -0.094 0.063
C 0.987674 2.725384 1.347833 0.091 0.009 0.098
H -1.822710 1.488438 -1.859506 -0.071 -0.073 -0.021
C -1.201332 -5.808374 -0.284220 0.172 0.082 -0.073
H 0.133228 3.306006 1.695165 -0.012 0.003 -0.032
C -0.198475 -4.854095 -0.281858 -0.362 0.659 0.157
Ir -0.047018 0.085037 -0.205200 2.826 -1.513 0.597
H 1.954854 -0.067442 -1.920977 -0.037 -0.115 0.030
S 0.698752 -2.306223 -0.243807 -0.864 2.354 -0.632

=====

[2]
43
Properties=species:S:1:pos:R:3:forces:R:3 method="wB97M-V/def2-TZVPD" spin_multiplicity=3 s2=2.012 e_homo_ev="-14.096 / -14.096" charge=+2 energy_ev=-86051.9782 orbital_gap_ev="4.46 / 3.52"
N -7.182202 2.177574 -0.167116 -1.270 0.707 -0.785
O -1.762382 -2.558576 -3.240866 -0.002 -0.448 -0.708
C -3.839442 3.160704 1.035904 0.689 0.394 0.607
H -4.612132 3.876604 0.755624 -0.301 -0.375 -0.028
C -0.350552 -4.020796 4.820384 0.037 0.473 -0.492
C -5.165962 0.980914 1.018134 -0.200 -0.116 1.000
C -6.340652 1.633834 0.365714 2.120 -1.116 1.457
H 6.669958 4.131514 -5.534996 0.205 -0.554 0.546
H 5.407388 5.872214 -3.311656 0.291 0.271 0.042
H -1.129112 -4.112396 4.063054 0.461 -0.635 -0.676
H -5.030182 2.410814 2.603094 0.202 -0.459 0.431
H -1.571302 -6.471346 5.119264 0.193 -0.255 -0.119
H -3.230612 2.979834 0.150064 -0.427 -0.879 -0.340
C -1.090402 -3.378136 5.845464 -2.885 3.380 3.754
Cl -0.489352 -1.879716 -2.848976 0.890 -0.110 3.021
N 3.671518 2.717104 -7.120156 0.247 -0.011 0.358
O -0.320942 -2.114226 -1.423276 -0.280 1.038 -2.145
O -0.584672 -0.548616 -3.291866 -0.148 0.058 0.452
H -3.108912 3.771654 1.566154 -0.167 0.014 0.715
Cu 4.079128 -3.607306 -1.036846 0.059 0.015 0.041
C 5.833138 4.575274 -4.995626 0.169 1.680 -0.895
Pd -3.574542 -5.145536 -7.434666 -0.106 -0.018 -0.110
H 5.536748 5.276054 -5.776106 -0.306 0.479 0.160
H -4.623642 0.455704 0.231914 0.283 0.153 0.136
C -4.340582 1.934654 1.906084 0.382 2.796 -2.602
O 0.540868 -2.583056 -3.555936 -0.406 -0.528 -0.601
H -1.559412 -5.574196 6.590814 0.126 0.012 0.122
H -3.448982 1.531474 2.386284 -0.504 -0.577 0.056
H 0.955928 -5.652036 4.697144 -0.333 -0.778 -0.039
H 6.754508 4.725794 -3.038426 0.029 0.196 0.193
H -0.613612 -7.039116 6.530174 0.162 0.007 -0.286
N -1.748812 -2.832966 6.658034 2.045 -1.716 -2.429
H 7.022068 6.085174 -4.161436 -0.146 0.287 0.559
H 0.453168 -3.362896 4.489794 -0.165 0.163 -0.250
C 6.281288 5.395924 -3.756116 -0.251 -1.344 -1.142
H 3.878948 3.816094 -4.163016 -0.198 1.081 -0.382
C -0.921232 -6.174356 5.942254 0.760 0.455 -0.149
H -5.446532 0.262764 1.788614 -0.806 -0.546 -0.632
C 4.698698 3.614734 -4.852626 -0.487 -2.397 0.161
H 5.034568 2.708914 -4.347866 0.533 -0.342 -0.011
C 4.143738 3.091744 -6.139506 -0.087 0.656 0.429
C 0.241388 -5.263596 5.422854 -0.291 -0.692 0.136
H 0.883098 -4.868186 6.210244 -0.118 -0.421 0.442

=====

[3]
45
Properties=species:S:1:pos:R:3:forces:R:3 method="wB97M-V/def2-TZVPD" e_above_lowest_kcal_mol=13.7 e_homo_ev=-3.895 charge=-1 energy_ev=-306276.8919 orbital_gap_ev=6.47
C -0.572044 1.479113 -2.098607 -0.020 -0.002 -0.102
S 1.521288 2.180297 0.527109 0.087 0.024 -0.091
C 2.639947 3.675703 -1.498954 0.001 0.153 -0.024
H -2.769267 1.814855 -2.144181 0.002 -0.033 0.021
O 0.722004 -1.377588 -2.727095 -0.001 -0.031 -0.023
H -4.305636 0.244091 -1.050043 -0.014 -0.032 0.003
H 3.269138 -2.709584 -2.675990 -0.004 0.006 0.024
H 3.101746 3.705949 -2.485220 0.010 -0.059 0.001
Se -1.946014 -0.518927 2.280653 -0.065 -0.069 0.004
C 2.862115 -3.713243 -2.558050 -0.034 0.017 -0.086
H 2.011060 -5.733331 -0.034729 0.003 0.020 -0.002
C 3.228421 -4.365939 -1.228416 0.079 -0.020 0.036
S 3.018842 -0.394613 -0.730382 0.118 0.088 -0.064
N 0.962693 -4.781669 -1.596841 -0.033 0.080 -0.003
C 2.562041 2.295601 -0.906739 -0.057 -0.087 0.006
Hf 0.531641 0.141583 -0.594953 -0.183 0.296 0.246
O -1.421704 -0.874714 -0.951896 0.040 0.054 0.099
H -0.100768 1.523332 -3.086266 0.033 -0.026 0.026
H 0.721562 -2.953176 0.037267 -0.110 0.222 -0.140
H 0.893611 -3.843919 -3.523879 0.013 -0.007 0.009
C 1.316261 -3.718446 -2.524535 0.013 -0.065 -0.017
H 4.238555 -4.774732 -1.220892 -0.005 -0.001 -0.013
H 2.430737 -6.335990 -1.652400 0.011 0.017 0.004
C -2.344993 -0.102058 -1.289619 0.174 -0.485 -0.366
C 0.859630 -2.370356 -2.025182 -0.039 0.236 0.022
H 1.638555 4.100905 -1.581210 -0.001 -0.020 0.000
H 4.839094 0.519316 -2.606496 0.008 0.012 0.032
N -3.611093 -0.484967 -1.028324 0.037 0.271 0.126
H -0.551546 2.491515 -1.687847 0.020 -0.024 -0.006
H 3.505255 1.123591 -3.572446 -0.021 -0.019 0.019
H 3.208585 4.334713 -0.835253 -0.026 -0.002 0.018
C 4.078169 1.298184 -2.656242 0.045 0.015 -0.130
Se 0.391724 -0.988868 2.172526 -0.034 0.179 -0.098
Se -1.665499 1.469520 1.094269 0.155 0.019 0.114
C 3.200170 1.230560 -1.435391 -0.182 -0.197 0.135
H 3.194981 -4.328536 -3.396960 0.011 -0.017 0.016
H 3.152033 -3.641260 -0.415144 -0.025 0.006 0.000
O 0.703007 -2.198176 -0.738450 0.123 -0.295 0.295
Se 0.590508 -3.281902 1.981451 0.047 -0.286 -0.034
C -2.030460 1.013930 -2.240534 -0.107 0.126 -0.027
H 4.582010 2.260381 -2.751671 0.000 0.002 0.001
C 2.160147 -5.439651 -1.075302 -0.032 -0.075 0.003
H -3.664962 -1.121412 -0.241786 -0.057 0.001 -0.016
H -2.195798 0.549791 -3.222080 0.001 0.040 -0.018
H 0.229852 -5.391571 -1.917671 0.023 -0.033 -0.001

=====

[4]
35
Properties=species:S:1:pos:R:3:forces:R:3 method="wB97M-V/def2-TZVPD" e_above_lowest_kcal_mol=89.4 e_homo_ev=-12.699 charge=+1 energy_ev=-15754.5256 orbital_gap_ev=9.54
C 1.309656 1.691540 -1.797997 3.949 2.552 -0.389
H -0.497019 0.481479 -3.444980 -0.387 0.506 0.692
H 0.582327 -4.075018 0.677385 0.923 0.482 -0.484
H 0.301502 2.662778 -3.555696 0.883 0.003 1.186
N -0.908206 -0.489618 2.250075 1.542 -1.514 -3.612
C -1.405692 0.613016 -1.325680 1.433 0.878 0.295
H 1.980448 1.013493 -2.359718 -0.743 0.332 -0.575
H 2.451799 -0.472418 -0.555596 1.014 0.666 1.087
C -0.888330 1.243601 -2.728337 -3.315 1.000 0.393
H -1.620298 1.489669 -0.631298 -0.083 -0.944 -0.992
H -0.945863 -1.399222 4.130663 -0.592 0.949 3.385
C -0.870458 -1.428202 3.132061 0.524 -4.652 -0.085
C 2.199932 0.285996 0.235931 -0.121 3.015 -3.347
H -1.157410 0.991393 3.723394 -0.416 -0.223 -2.522
N -0.363063 -2.380867 1.216171 -1.904 3.245 0.448
H -0.317057 -3.568430 2.995270 -0.518 0.616 -0.336
C 1.020324 1.028721 -0.511114 -1.276 0.403 3.146
H 1.994289 2.552902 -1.521120 -0.188 -0.993 -0.270
C -0.629380 -1.065889 1.028428 1.225 2.330 -2.298
H 0.649316 -2.553491 -0.434360 1.852 0.313 -1.050
H -0.263604 1.531341 2.199020 -0.530 -1.037 0.430
H -2.278096 -0.103745 -1.257789 1.280 0.721 -0.695
C 0.130978 -3.210943 0.179666 -1.369 -2.512 0.277
H 2.918889 1.177677 0.499242 -0.740 -2.513 -0.456
H 0.437037 -0.762290 -1.341718 -1.093 0.226 0.000
C -0.588730 -2.611219 2.523221 0.994 -1.935 1.710
C -0.068663 0.096924 -0.849462 -1.237 -2.616 2.201
H -0.612206 -3.703720 -0.470817 -0.393 0.575 0.497
C -1.085248 0.846390 2.560234 -0.779 3.715 0.215
H -0.239806 3.266511 -2.002390 0.131 -0.636 0.322
H -1.959971 1.095672 1.896419 0.334 0.751 1.553
H 0.648066 1.858727 0.141381 -0.019 -0.709 -0.153
H 1.749700 -0.202353 1.038822 -0.223 -0.655 1.673
C 0.162445 2.358238 -2.478833 -1.644 -1.366 -2.472
H -1.837610 1.741355 -3.160478 1.486 -0.975 0.226

=====

[5]
35
Properties=species:S:1:pos:R:3:forces:R:3 method="wB97M-V/def2-TZVPD" smiles=CC[N+](C)(CC)CCc1ccncc1 e_above_lowest_kcal_mol=4.9 e_homo_ev=-12.349 charge=+1 energy_ev=-15758.1903 orbital_gap_ev=9.84
C 3.126165 -1.957838 -2.300647 -1.341 -0.723 0.217
H -2.320748 -0.844373 -0.308415 -0.495 0.046 0.140
C -1.154369 2.232734 0.464742 0.297 0.813 -0.999
H 1.168233 1.670950 1.903965 -0.799 -0.114 0.132
C 0.533063 -1.203160 0.399017 0.404 0.339 0.256
N -0.661902 0.946064 1.045570 1.230 0.547 0.216
C 1.187095 -3.109667 -2.858255 0.101 0.693 0.778
H 0.427905 3.648887 0.943200 0.183 0.116 0.133
H -3.115624 0.710705 -0.153947 -0.301 0.418 -0.102
H -0.553435 4.078838 -0.458840 0.468 -0.658 0.199
C 0.182952 0.236938 0.015565 0.668 -0.241 0.253
H 0.692107 2.759762 -0.568477 -0.045 0.332 -0.182
C -0.051973 3.235626 0.066297 -0.934 -0.104 0.060
H -1.754148 1.977713 -0.405534 0.283 -0.017 -0.075
C 0.538116 -2.630767 -1.711707 -0.730 0.155 1.067
H -0.508157 -2.934793 -1.490159 0.786 0.139 -0.293
C 0.196444 1.242149 2.228650 1.129 0.613 -0.172
H -0.306999 0.256651 -0.950916 -0.396 0.005 -0.007
H 0.429832 0.341967 2.762280 -0.117 -0.555 0.172
H 3.154047 -0.835807 -0.473884 -0.304 -0.525 -0.143
H -0.311686 1.927297 2.895710 -0.144 0.125 -0.006
H -1.844314 2.683137 1.155601 -0.172 0.100 0.601
H -3.687872 -0.609183 0.840468 -0.077 -0.218 -0.071
H 4.185295 -1.724745 -2.482375 -0.661 -0.202 -0.404
N 2.416949 -2.734599 -3.170779 1.335 0.256 0.397
H 0.679974 -3.821786 -3.506569 0.141 0.260 -0.078
H 1.109703 0.819633 -0.103860 -0.412 -0.242 0.140
C -1.798205 0.151614 1.523590 -2.100 0.194 -0.196
H -2.271693 0.721832 2.333510 0.066 0.143 -0.312
C 2.555247 -1.510713 -1.108716 -0.447 0.647 0.131
H 1.197010 -1.256901 1.296782 -0.570 0.055 -0.661
H -0.363182 -1.775675 0.559334 -0.378 -0.229 0.369
C 1.197180 -1.794368 -0.790135 1.766 -0.943 -2.037
H -1.462546 -0.743456 2.012094 0.407 -0.450 -0.072
C -2.810465 -0.154662 0.396839 1.157 -0.772 0.549

=====

[6]
36
Properties=species:S:1:pos:R:3:forces:R:3 method="wB97M-V/def2-TZVPD" e_above_lowest_kcal_mol=82.3 e_homo_ev=-10.176 charge=+1 energy_ev=-17803.0966 orbital_gap_ev=4.62
H 1.198791 -2.239328 0.430126 0.003 -0.143 0.084
C 1.017123 0.012784 -1.547714 0.348 1.080 0.323
H 2.000171 -0.219463 0.836416 -0.159 -0.045 0.473
H -5.110180 0.513770 -0.821163 0.218 0.075 -0.164
H 3.880712 0.184439 -0.939535 -0.272 0.188 0.017
H 0.578744 1.003709 3.067715 0.124 0.357 -0.319
H 0.776951 -3.252510 1.841948 0.233 0.157 -0.204
H 0.302332 1.257218 1.316443 -0.105 0.196 0.318
C -2.246896 1.872043 -1.654922 0.264 0.308 0.005
H 0.400652 -2.173561 3.979597 0.066 0.266 -0.019
H -3.362476 -1.330255 -1.670636 0.366 0.110 0.013
C 1.409755 -2.426635 1.492806 -0.043 0.098 0.410
H 3.313546 0.253393 -2.626831 -0.149 0.204 0.199
H -4.914151 2.042644 -1.700516 0.082 -0.193 -0.005
H -0.886330 -1.768424 -1.616298 -0.211 0.178 0.014
H 2.471979 -2.716034 1.595831 -0.127 0.067 0.010
C 1.067286 1.099165 2.095219 0.020 -0.006 -0.633
H 2.112291 -1.686104 4.048722 -0.114 0.145 -0.127
C -0.880023 1.666360 -1.618744 0.155 -0.209 0.230
C -3.148596 0.793668 -1.666581 0.075 -0.124 0.031
H -2.646775 2.887689 -1.671783 0.200 -0.283 -0.026
H 3.672078 1.770472 -1.741728 -0.133 -0.155 0.035
H 1.395003 -0.981434 -1.823740 -0.256 0.203 0.056
H -0.176854 2.500841 -1.622971 -0.279 -0.195 0.028
C -0.366255 0.332238 -1.593902 0.299 -0.091 0.200
C 3.279283 0.757985 -1.654485 0.908 -0.516 -0.140
N 1.804133 -0.128450 1.831786 1.213 0.575 -0.024
C -1.282325 -0.752667 -1.622175 -0.081 -0.009 -0.214
C -2.641470 -0.510718 -1.655949 0.146 -0.457 0.067
C 1.110895 -1.393584 3.682521 0.357 -0.472 0.151
H -5.077843 0.509262 -2.580717 0.194 0.083 0.167
O 1.922391 0.892253 -1.185825 -1.669 -0.403 -0.878
H 1.776508 1.932507 2.097741 -0.259 -0.036 0.101
C -4.636139 0.984723 -1.693837 -0.158 0.254 -0.014
N 1.050628 -1.242254 2.243919 -1.252 -0.835 -0.286
H 0.835050 -0.445746 4.149269 -0.003 -0.372 0.121